(1)
Formula: C19H21N5O3
Source: OMol25
Level of theory: ωB97M-V/def2-TZVPD

orbital gap	8.376	eV
molar mass	367.409	g/mol
SMILES	CCc1cc(NC(=O)c2ccc3cc4n(c3n2)CC(C)(C)CNC4=O)no1
E_LUMO	-0.29	eV
energy relative to the best compared isomer or geometry (same formula, charge and spin)	340.32	kJ/mol

```
! wB97M-V def2-TZVPD RIJCOSX def2/J DEFGRID3
* xyz 0 1
O -1.345 4.475 1.753
O 5.038 -1.089 -1.780
O -1.621 -1.071 2.817
N 0.473 1.709 0.783
N -1.066 0.258 2.717
N -2.046 2.438 2.066
N 1.957 0.138 -0.357
N 3.101 -1.247 -2.797
C 3.859 -0.705 -1.786
C 1.086 -1.028 -0.582
C -2.964 -0.956 2.540
C -2.030 1.075 2.352
C 3.257 0.233 -0.807
C -0.470 -0.094 -2.301
C 0.687 -1.080 -2.103
C 1.663 1.334 0.294
C 0.193 -2.510 -2.434
C -3.265 0.343 2.269
C -0.979 3.292 1.830
C 3.819 1.388 -0.384
C 1.493 3.806 1.420
C 2.709 3.411 0.919
C 2.796 2.122 0.338
C -3.723 -3.183 1.623
C -4.035 -2.039 2.586
C 0.372 2.929 1.386
C 1.793 -0.666 -3.133
H 1.657 -1.924 -0.290
H -2.855 -3.706 1.977
H 1.489 -1.003 -4.100
H -4.216 0.752 2.057
H -0.142 0.957 -2.176
H -4.111 -2.422 3.634
H -2.947 2.886 2.056
H -1.290 -0.294 -1.591
H -4.557 -3.907 1.515
H 0.186 -0.918 0.028
H -5.000 -1.598 2.323
H -3.499 -2.797 0.626
H 1.882 0.398 -3.152
H -0.564 -2.770 -1.671
H 0.986 -3.253 -2.352
H -0.322 -2.592 -3.409
H 1.328 4.791 1.870
H 3.687 -1.542 -3.561
H 3.606 4.013 0.952
H 4.828 1.815 -0.652
H -0.897 -0.170 -3.316
*
```

Here are the Mulliken charges for atoms 1 to 4, given in e: atom 1 (O): -0.6733, atom 2 (O): -0.6736, atom 3 (O): -0.2865, atom 4 (N): -0.1775

---

(2)
Formula: C24H40HgN8S5
Source: OMol25
Level of theory: ωB97M-V/def2-TZVPD

orbital gap (spin up / spin down)	6.930 / 5.324	eV
molar mass	801.565	g/mol
E_LUMO (spin up / spin down)	-2.64 / -4.22	eV
energy relative to the best compared isomer or geometry (same formula, charge and spin)	257.22	kJ/mol

```
! wB97M-V def2-TZVPD RIJCOSX def2/J DEFGRID3
* xyz 1 2
Hg 0.222 0.954 1.572
S 2.203 3.357 -0.484
S 3.622 0.544 -0.749
S 0.134 -1.305 3.525
S 3.341 2.074 2.486
S 1.930 -1.940 0.449
N -1.430 -2.023 1.465
N 1.556 -4.022 -1.078
N 0.577 0.498 -1.785
N -0.369 -3.063 -0.106
N -0.388 -3.711 2.582
N -1.574 -0.803 0.979
N 0.744 -0.616 -4.217
N -1.786 1.405 -0.638
C -4.801 -1.413 3.829
C -2.897 3.481 -1.119
C 2.313 4.310 1.057
C 4.468 1.981 -1.495
C -6.212 -1.237 1.896
C -3.715 -0.996 3.077
C -2.700 -0.187 0.964
C 4.595 0.275 0.752
C 0.810 1.427 -2.921
C 3.917 3.377 -1.125
C -6.054 -1.530 3.243
C -1.882 2.559 -1.295
C -2.772 1.095 0.226
C -0.636 -2.381 2.423
C 0.989 -4.935 -2.054
C -3.873 -0.673 1.730
C -1.291 -4.194 -0.121
C 0.245 0.762 -4.185
C -3.882 3.187 -0.192
C 3.328 3.855 2.105
C 0.965 -3.115 -0.289
C -3.827 1.977 0.474
C -5.129 -0.814 1.142
C 4.847 1.486 1.628
H -1.842 -4.252 -1.062
H 5.522 1.902 -1.231
H -0.330 0.621 -1.300
H 1.420 -4.731 -3.035
H 1.336 0.535 -1.090
H -4.680 3.889 0.007
H 5.266 2.322 1.073
H 0.606 -0.440 -2.230
H 5.560 1.200 2.402
H -4.671 -1.641 4.878
H 3.918 4.023 -2.001
H -4.577 1.723 1.208
H 0.055 -3.995 3.436
H 1.724 -0.633 -4.482
H -2.905 4.402 -1.684
H 2.512 5.353 0.805
H 0.238 -1.174 -4.893
H -0.633 -2.332 0.545
H 3.088 4.359 3.042
H -0.844 0.721 -4.126
H -0.770 -5.135 0.045
H -2.008 -4.051 0.685
H 1.298 4.231 1.449
H -0.940 -4.385 2.080
H 4.346 4.128 1.833
H 4.018 -0.474 1.295
H -2.745 -0.891 3.547
H 1.214 -5.969 -1.790
H 4.517 3.854 -0.354
H 1.887 1.563 -3.022
H -0.086 -4.813 -2.123
H 2.560 -3.936 -1.089
H 5.548 -0.165 0.454
H -6.901 -1.849 3.834
H -7.187 -1.336 1.438
H 0.515 1.352 -5.064
H -1.101 2.761 -2.022
H 0.364 2.398 -2.726
H -5.256 -0.595 0.089
H 4.375 1.819 -2.568
*
```

Here are the Mulliken charges for atoms 1 to 4, given in e: atom 1 (Hg): 0.4652, atom 2 (S): 0.2141, atom 3 (S): 0.4263, atom 4 (S): -0.2566

---

(3)
Formula: C12H14Cl2CrF6N2O4S2
Source: OMol25
Level of theory: ωB97M-V/def2-TZVPD

orbital gap (spin up / spin down)	8.645 / 9.278	eV
molar mass	551.278	g/mol
E_LUMO (spin up / spin down)	0.26 / 0.31	eV
energy relative to the best compared isomer or geometry (same formula, charge and spin)	105.31	kJ/mol

```
! wB97M-V def2-TZVPD RIJCOSX def2/J DEFGRID3
* xyz 0 5
Cr 0.397 0.325 0.516
Cl 3.378 0.231 0.891
Cl 2.013 -1.175 3.081
S -1.152 -2.284 2.088
S 0.630 -3.219 0.059
F -3.288 -3.757 2.030
F -2.755 -2.820 0.119
F 0.742 -4.319 -2.340
F -1.134 -3.338 -1.908
F -0.694 -5.240 -1.044
F -3.593 -1.715 1.729
O -0.930 -0.906 1.712
O 0.693 -1.822 -0.397
O -1.290 -2.606 3.485
O 1.822 -4.058 0.085
N -0.211 -3.356 1.345
N -0.625 0.836 -1.274
C 1.547 4.475 1.105
C 1.408 3.123 1.346
C -0.304 4.453 -0.513
C 0.440 0.879 -2.319
C -2.812 -2.697 1.442
C -0.142 -4.078 -1.396
C 3.461 -1.189 2.015
C -1.303 2.140 -0.969
C 0.678 5.145 0.201
C -1.692 -0.159 -1.748
C 0.446 2.430 0.620
C -0.428 3.063 -0.245
H -2.174 1.814 -0.346
H -2.192 0.220 -2.708
H -0.815 4.993 -1.289
H -2.456 -0.244 -0.916
H 1.136 0.096 -2.280
H 3.439 -2.068 1.384
H 0.880 1.849 -2.206
H 4.370 -1.243 2.605
H 0.880 6.109 -0.250
H 2.271 5.039 1.635
H 0.005 0.747 -3.419
H 2.258 2.707 1.954
H -1.680 2.726 -1.885
H -1.222 -1.110 -1.994
*
```

Here are the Mulliken charges for atoms 1 to 4, given in e: atom 1 (Cr): 0.2891, atom 2 (Cl): -0.1039, atom 3 (Cl): -0.1102, atom 4 (S): 1.0750

---

(4)
Formula: Cl2H2NP
Source: OMol25
Level of theory: ωB97M-V/def2-TZVPD

orbital gap (spin up / spin down)	7.466 / 7.634	eV
molar mass	117.903	g/mol
E_LUMO (spin up / spin down)	-1.37 / -1.51	eV
energy relative to the best compared isomer or geometry (same formula, charge and spin)	682.44	kJ/mol

```
! wB97M-V def2-TZVPD RIJCOSX def2/J DEFGRID3
* xyz 0 1
Cl -3.564 0.448 0.507
Cl -1.358 0.170 2.503
P -0.767 0.949 -0.327
N -1.929 0.166 0.749
H 0.269 0.078 0.197
H -0.692 -0.395 -2.188
*
```

Here are the Mulliken charges for atoms 1 to 4, given in e: atom 1 (Cl): -0.0073, atom 2 (Cl): -0.0374, atom 3 (P): 0.0448, atom 4 (N): -0.0964

---

(5)
Formula: C65H61NO8P2PtTe
Source: OMol25
Level of theory: ωB97M-V/def2-TZVPD

orbital gap (spin up / spin down)	4.671 / 4.670	eV
molar mass	1368.828	g/mol
E_LUMO (spin up / spin down)	-6.43 / -6.43	eV

```
! wB97M-V def2-TZVPD RIJCOSX def2/J DEFGRID3
* xyz 2 1
Pt 0.079 0.192 0.141
Te -0.286 2.169 -4.513
P -0.818 0.630 3.426
P -1.085 3.724 2.896
O -1.158 2.779 -2.833
O -1.088 2.070 -0.742
O -0.911 3.471 1.425
O 1.231 -1.451 0.927
O -0.088 0.484 2.114
O 1.201 2.494 0.622
O 4.536 -3.093 -2.956
O 2.137 -2.137 -1.662
N 0.124 -0.168 -1.887
C -4.043 -2.600 3.548
C 0.335 -2.168 -3.211
C 5.429 -5.746 -3.207
C 5.811 -7.076 -3.180
C -3.080 0.965 -4.178
C -1.726 -0.008 -5.942
C -3.842 -1.141 -0.808
C -2.220 -2.989 -2.097
C -0.764 -2.865 0.965
C -3.963 -0.796 -5.567
C 2.332 4.970 -2.493
C 2.210 5.906 3.593
C 3.215 -0.067 0.588
C 0.487 -3.570 -5.190
C -1.893 -1.793 4.262
C 0.734 -2.785 1.169
C 0.338 0.409 4.764
C 1.076 4.403 -2.501
C -1.888 0.883 -4.885
C -0.086 0.352 6.092
C -0.098 -4.063 -6.492
C -4.254 -1.426 2.834
C 1.748 -4.008 -4.730
C 2.741 5.371 4.761
C -3.289 -0.433 2.841
C -1.748 -1.694 -1.881
C 0.848 0.234 7.106
C 2.095 4.331 5.410
C 2.204 0.171 6.798
C -2.864 -2.785 4.255
C 1.651 -2.574 -2.739
C 3.213 4.655 -1.455
C -2.773 -0.851 -6.280
C 1.321 0.368 -2.531
C 3.499 -7.744 -3.116
C -0.580 2.759 -1.615
C 1.694 0.342 4.457
C 2.318 -3.556 -3.565
C -0.197 -2.676 -4.409
C 2.627 0.223 5.478
C 4.077 -5.406 -3.201
C -3.358 5.108 2.222
C -4.306 -2.430 -1.039
C -2.387 4.907 3.202
C 3.719 -3.958 -3.198
C -3.494 -3.352 -1.686
C 2.685 -1.424 0.948
C -0.403 -1.300 -2.334
C -2.105 -0.606 3.563
C -4.409 6.757 3.621
C 0.661 3.532 -1.479
C -2.424 5.645 4.385
C 4.846 -8.075 -3.137
C 3.115 -6.410 -3.149
C -2.578 -0.769 -1.233
C -1.659 2.208 3.722
C 2.818 3.826 -0.426
C 1.036 5.393 3.070
C -4.114 0.107 -4.524
C 1.141 0.646 -4.018
C -3.436 6.567 4.595
C 0.382 4.338 3.716
C 1.533 3.291 -0.411
C 0.916 3.814 4.889
C -4.370 6.030 2.439
H 2.630 5.651 -3.278
H -2.662 -1.540 -7.107
H 3.683 0.178 5.244
H -1.657 5.509 5.140
H 1.535 1.318 -2.040
H 3.478 3.596 0.401
H 3.039 -2.170 0.238
H 2.801 0.722 1.218
H -1.676 2.356 4.805
H -2.699 -3.701 4.806
H -1.176 -2.349 -4.738
H 0.524 0.187 8.137
H 4.300 -0.062 0.697
H 0.786 -0.220 -4.583
H 2.712 6.725 3.095
H -2.249 0.255 -1.096
H 6.861 -7.338 -3.190
H -1.110 -4.449 -6.350
H -4.782 -1.449 -5.836
H 2.987 0.166 -0.452
H -3.462 7.144 5.510
H 2.196 -0.270 -2.354
H 2.749 -8.523 -3.073
H 0.624 5.808 2.157
H 2.010 0.397 3.422
H -5.125 6.193 1.681
H -0.166 -3.255 -7.226
H -4.803 -3.371 3.556
H 5.146 -9.115 -3.116
H 2.062 -6.159 -3.112
H 0.420 3.014 5.419
H -2.694 2.115 3.387
H -1.226 -3.499 1.720
H -0.804 -0.049 -6.514
H -3.195 1.666 -3.363
H 3.657 5.776 5.172
H -3.843 -4.362 -1.858
H -1.142 0.395 6.340
H -1.017 -3.256 -0.016
H -0.974 -1.946 4.814
H -5.301 -2.715 -0.721
H -4.474 -0.414 -0.314
H 2.503 3.920 6.324
H 0.507 -4.855 -6.932
H 2.931 0.077 7.595
H -3.301 4.559 1.290
H 2.991 -1.717 1.957
H 4.207 5.084 -1.443
H 2.084 0.991 -4.444
H -5.195 7.483 3.783
H -1.230 -1.879 1.066
H 1.267 -3.455 0.493
H -1.585 -3.737 -2.552
H 0.378 4.654 -3.290
H -3.457 0.467 2.259
H 0.308 2.778 1.006
H 2.297 -4.720 -5.339
H 6.165 -4.954 -3.240
H -5.046 0.150 -3.975
H -5.173 -1.285 2.280
H 1.007 -3.047 2.195
*
```

Here are the Mulliken charges for atoms 1 to 4, given in e: atom 1 (Pt): 2.2522, atom 2 (Te): 0.7582, atom 3 (P): 1.8276, atom 4 (P): 0.5522

---

(6)
Formula: C2H2IN3
Source: OMol25
Level of theory: ωB97M-V/def2-TZVPD

orbital gap (spin up / spin down)	7.085 / 7.083	eV
molar mass	194.963	g/mol
E_LUMO (spin up / spin down)	-0.60 / -0.60	eV
energy relative to the best compared isomer or geometry (same formula, charge and spin)	396.20	kJ/mol

```
! wB97M-V def2-TZVPD RIJCOSX def2/J DEFGRID3
* xyz 0 1
I 4.184 -0.352 -0.013
N 0.999 -1.093 -0.214
N 1.552 1.369 -0.020
N 0.059 -0.259 0.015
C 0.280 1.014 0.028
C 2.605 0.842 -0.140
H -0.483 1.661 0.446
H 0.571 -1.891 0.156
*
```

Here are the Mulliken charges for atoms 1 to 4, given in e: atom 1 (I): 0.3509, atom 2 (N): -0.5154, atom 3 (N): -0.2467, atom 4 (N): -0.2205

---

(7)
Formula: C5H4O2V
Source: OMol25
Level of theory: ωB97M-V/def2-TZVPD

orbital gap (spin up / spin down)	5.805 / 6.396	eV
molar mass	147.029	g/mol
E_LUMO (spin up / spin down)	3.37 / 3.46	eV

```
! wB97M-V def2-TZVPD RIJCOSX def2/J DEFGRID3
* xyz -1 5
V -1.305 0.920 1.819
O -0.357 1.160 0.051
O 0.738 -1.166 -2.428
C 0.451 1.801 1.082
C 0.102 0.762 -1.179
C 0.505 -1.386 -0.035
C 0.562 -2.048 0.990
C 0.394 -0.572 -1.203
H 0.325 -2.029 -2.515
H 0.580 2.857 0.791
H 0.624 -2.702 1.841
H 1.435 1.308 1.181
*
```

Here are the Mulliken charges for atoms 1 to 4, given in e: atom 1 (V): 0.1631, atom 2 (O): 0.3936, atom 3 (O): -0.5038, atom 4 (C): -0.7397

---

(8)
Formula: C4H6O2
Source: OMol25
Level of theory: ωB97M-V/def2-TZVPD

orbital gap	9.315	eV
molar mass	86.090	g/mol
E_LUMO	0.18	eV
energy relative to the best compared isomer or geometry (same formula, charge and spin)	423.40	kJ/mol

```
! wB97M-V def2-TZVPD RIJCOSX def2/J DEFGRID3
* xyz 0 1
O -0.359 -2.069 0.735
O 0.827 1.476 -0.176
C 1.686 0.320 0.004
C -1.624 -0.342 -0.381
C 0.597 -0.053 0.928
C -0.459 -0.895 0.402
H -2.227 0.320 0.249
H -1.287 0.247 -1.240
H -2.239 -1.182 -0.711
H 2.667 0.576 0.414
H 0.645 1.779 0.742
H 1.773 -0.177 -0.966
*
```

Here are the Mulliken charges for atoms 1 to 4, given in e: atom 1 (O): -0.5514, atom 2 (O): -0.3895, atom 3 (C): -0.0640, atom 4 (C): -1.0316

---

(9)
Formula: C27H19ClF10NO6PS2
Source: OMol25
Level of theory: ωB97M-V/def2-TZVPD

orbital gap	6.626	eV
molar mass	773.991	g/mol
SMILES	O=C(F)Cc1ccc2c(c1[PH2]=S)Sc1cc(C(=O)C(F)(F)C(F)(F)C(F)(F)C(=O)O)c(CCC(F)(F)F)c(C[C@H]3CO3)c1N2CC(=O)Cl
E_LUMO	-2.11	eV

```
! wB97M-V def2-TZVPD RIJCOSX def2/J DEFGRID3
* xyz 0 1
Cl 5.749 2.050 -2.337
S 5.124 -5.768 1.409
S 1.517 -2.578 -0.801
P 3.611 -4.552 1.297
F -7.524 -1.047 -2.830
F -6.250 -1.656 -0.247
F -6.019 -1.524 -4.618
F -4.713 0.262 -3.092
F -3.714 -1.835 -2.557
F 5.801 -4.570 4.850
F -3.369 4.959 2.638
F -4.891 4.184 0.836
F -4.980 3.215 3.137
F -6.046 0.655 -0.800
O -7.598 -3.951 -2.403
O -4.254 -0.982 1.517
O 4.466 -2.511 4.409
O -5.341 -4.268 -3.158
O 1.157 4.500 1.608
O 4.267 0.264 -3.864
N 2.321 0.519 -1.091
C 0.218 3.168 -0.706
C -0.241 1.601 -0.620
C -3.034 2.680 1.622
C -6.308 -3.376 -2.910
C -5.275 -0.642 -0.798
C -2.965 2.508 -0.033
C 4.635 0.448 0.517
C 0.883 0.393 -0.823
C 6.413 -2.803 2.781
C 4.214 1.143 -2.856
C 2.424 4.656 0.563
C -6.225 -1.755 -3.139
C -4.942 -1.034 -2.352
C 5.645 -0.437 1.482
C 5.366 -2.042 1.766
C -1.323 -1.467 -0.325
C 3.051 -1.820 0.053
C -1.849 1.287 -0.282
C 5.515 -3.310 4.090
C -3.995 -0.647 0.222
C -2.446 -0.245 -0.130
C -4.127 3.814 2.080
C 3.283 -0.188 -0.229
C 4.061 -2.715 1.037
C 2.808 1.483 -2.082
C 0.256 -1.149 -0.647
C 1.369 3.291 0.655
H 2.791 -4.988 0.184
H 4.890 1.592 0.385
H -2.692 3.498 -0.595
H 6.962 -3.723 2.297
H 3.306 3.866 0.733
H 2.935 2.547 -1.557
H -3.963 2.110 -0.500
H 1.841 2.215 1.101
H -0.574 3.949 -0.346
H -3.271 1.590 2.047
H 2.766 -4.682 2.488
H 6.598 0.053 1.995
H -7.624 -4.881 -2.823
H 7.283 -2.084 3.172
H -1.662 -2.602 -0.225
H 2.814 5.318 1.423
H 1.981 1.638 -2.926
H 0.820 3.469 -1.661
H -1.925 2.907 1.966
*
```

Here are the Mulliken charges for atoms 1 to 4, given in e: atom 1 (Cl): -0.1462, atom 2 (S): -0.3781, atom 3 (S): -0.2902, atom 4 (P): 0.1822

---

(10)
Formula: C3H5NS2
Source: OMol25
Level of theory: ωB97M-V/def2-TZVPD

orbital gap	7.902	eV
molar mass	119.214	g/mol
E_LUMO	-0.51	eV
energy relative to the best compared isomer or geometry (same formula, charge and spin)	284.48	kJ/mol

```
! wB97M-V def2-TZVPD RIJCOSX def2/J DEFGRID3
* xyz 0 1
S 1.240 2.822 1.364
S 0.439 0.891 1.237
N -1.342 -0.963 0.067
C -0.011 -1.069 -0.597
C 0.750 0.311 -0.436
C -1.339 0.054 0.793
H 1.809 0.066 -0.803
H -2.256 0.319 1.318
H -0.065 -1.360 -1.754
H 0.366 0.905 -1.204
H 0.407 -1.975 0.015
*
```

Here are the Mulliken charges for atoms 1 to 4, given in e: atom 1 (S): -0.3447, atom 2 (S): 0.0258, atom 3 (N): -0.3264, atom 4 (C): -0.4117

---

(11)
Formula: C4H6O2
Source: OMol25
Level of theory: ωB97M-V/def2-TZVPD

orbital gap	10.591	eV
molar mass	86.090	g/mol
SMILES	CC(=O)CC=O
E_LUMO	0.70	eV
energy relative to the best compared isomer or geometry (same formula, charge and spin)	71.95	kJ/mol

```
! wB97M-V def2-TZVPD RIJCOSX def2/J DEFGRID3
* xyz 0 1
O -2.363 -1.458 -0.474
O -0.052 1.830 0.297
C 1.623 0.356 -0.582
C -1.854 -0.475 0.003
C -0.485 -0.476 0.662
C 0.346 0.695 0.148
H 2.115 1.271 -0.915
H 2.294 -0.222 0.066
H -0.646 -0.309 1.735
H -0.012 -1.450 0.516
H -2.352 0.516 -0.010
H 1.385 -0.279 -1.445
*
```

Here are the Mulliken charges for atoms 1 to 4, given in e: atom 1 (O): -0.4677, atom 2 (O): -0.5452, atom 3 (C): -1.1157, atom 4 (C): 0.0114

---

(12)
Formula: C5H10N2
Source: OMol25
Level of theory: ωB97M-V/def2-TZVPD

orbital gap	7.006	eV
molar mass	98.149	g/mol
E_LUMO	1.03	eV
energy relative to the best compared isomer or geometry (same formula, charge and spin)	232.71	kJ/mol

```
! wB97M-V def2-TZVPD RIJCOSX def2/J DEFGRID3
* xyz 0 1
N -0.550 0.669 -2.343
N -0.341 -0.656 0.668
C 0.474 1.814 0.688
C -0.434 0.160 -1.146
C 0.526 -1.322 1.617
C -0.618 -1.255 -0.605
C -0.053 0.506 0.118
H 1.186 1.634 1.498
H -0.970 0.163 -3.118
H 0.121 -2.001 -0.918
H 0.601 -0.740 2.542
H -0.363 2.335 1.168
H 0.869 2.475 -0.087
H -1.625 -1.682 -0.652
H 0.117 -2.304 1.875
H -0.474 1.668 -2.514
H 1.534 -1.464 1.211
*
```

Here are the Mulliken charges for atoms 1 to 4, given in e: atom 1 (N): -0.4424, atom 2 (N): -0.0867, atom 3 (C): -1.1705, atom 4 (C): 0.2524